(1)
Computed, not measured: a structure of composition C4H14Be2FO7 at a distorted geometry, with the ωB97M-V functional and the def2-TZVPD basis.

Gap between HOMO and LUMO ... 7.13 eV
LUMO energy ... 2.7 eV
Total charge ... -1
Energy above the lowest of the compared OMol25 structures with the same formula, charge and spin ... 0.000 eV
Electronic energy ... -22235.748 eV

```
28
Properties=species:S:1:pos:R:3:forces:R:3
Be 9.596708 13.569677 -0.717396 1.6672 0.2373 0.1818
Be 9.958648 11.067938 1.087018 -0.6746 1.4355 0.1079
F 9.870545 12.389534 0.202427 -0.2622 -0.3916 0.1675
O 10.991338 10.984385 2.224899 0.0205 0.9784 0.6678
C 11.301640 9.615051 2.106174 -0.0735 2.2506 -0.3115
C 11.326139 9.546795 0.585334 -1.0868 -2.9150 1.1931
O 10.025425 9.810373 0.207408 -1.0874 0.3668 -0.4961
H 10.491175 9.160108 2.665077 -0.5079 -1.4697 -0.5958
H 12.166929 9.363715 2.660757 1.6249 -0.2905 0.3411
H 11.578045 8.590275 0.239373 0.7393 -1.9564 -0.7823
H 11.983859 10.234184 0.144546 1.4932 1.2506 -0.1474
O 10.815600 14.585049 -0.928964 -0.9388 0.4459 -0.2346
C 10.159221 15.830182 -0.690133 0.6138 -1.8712 1.4616
C 8.685842 15.629607 -0.978468 1.3494 0.2372 -0.7715
O 8.320695 14.395328 -0.531888 -1.1372 -0.8041 0.5196
H 10.611062 16.614705 -1.280771 0.1534 0.6401 0.0599
H 10.214957 15.970715 0.425727 0.2631 0.7556 -0.5968
H 8.607748 15.728677 -2.041686 -0.3888 -0.0800 -1.4314
H 8.138575 16.435379 -0.588144 -1.2162 1.2535 0.9629
O 9.266059 13.883949 2.512729 0.8579 0.2789 0.7152
H 10.117364 14.378750 2.516373 -1.0593 -0.5581 -0.2656
H 8.585147 14.475248 2.191262 0.1184 0.2871 -0.4200
O 8.320473 10.941718 1.916658 -1.1852 -0.1945 -0.5227
H 8.105923 9.990122 1.793490 0.3010 0.8089 -0.1103
H 7.625106 11.445368 1.434712 0.7437 -0.4114 0.4266
O 9.302338 12.809154 -2.349921 -0.9673 -0.4734 -0.7030
H 9.681132 12.683369 -3.225767 0.3921 0.1308 0.3535
H 8.356142 12.969818 -2.494029 0.2473 0.0587 0.2303
```
Positions in Å, forces in eV/Å.

=====

(2)
Computed, not measured: a structure of composition C4H14FN4O3 at a distorted geometry, with the ωB97M-V functional and the def2-TZVPD basis.

Gap between HOMO and LUMO ... 7.79 eV
LUMO energy ... 3.7 eV
Total charge ... -1
Electronic energy ... -19183.882 eV

```
26
Properties=species:S:1:pos:R:3:forces:R:3
F -0.244302 -0.665792 -1.463790 3.7463 -3.9587 -19.1438
C 1.021608 -0.194362 0.874770 4.9745 1.1099 2.2164
C 2.169338 -0.386332 -0.087140 0.3823 -0.4953 0.1245
O 1.721328 -1.254552 -1.052180 3.5220 -2.6766 -1.1985
H 0.623778 -1.146562 1.225730 1.0989 -0.0193 0.1823
H 0.190728 0.347448 0.422930 5.6009 1.6456 -0.3937
H 1.293118 0.431978 1.724520 0.5340 0.1219 0.4933
H 3.052028 -0.931352 0.247410 0.3187 0.6435 1.0101
H 2.398988 0.548118 -0.599160 0.8245 -0.0324 0.9896
H 0.790928 -1.123452 -1.249060 1.8997 -1.2941 0.4446
C 0.147788 1.882308 -0.816420 0.2242 3.0854 -1.7386
O 0.247698 3.015678 -0.400800 0.9724 2.4628 1.0930
N 0.955948 1.322358 -1.702910 1.6626 0.8120 -2.3405
N -0.828332 1.107448 -0.534910 -5.0635 5.4883 -0.4413
H 1.784428 1.807778 -2.016100 -0.3955 -0.2430 0.1835
H 0.691788 0.381438 -1.957840 1.3191 1.1713 -0.9152
H -1.681732 1.486208 -0.149770 0.4632 0.1601 0.1095
H -0.800902 0.169838 -0.909410 -2.2486 7.7455 -0.9000
C -2.069862 -1.102502 0.757690 -1.8392 -2.4617 -3.4368
O -2.955402 -1.674422 0.127260 -1.9507 -1.2263 -0.5398
N -0.982952 -0.704912 0.279880 -6.0852 -4.6987 9.2058
N -2.111712 -0.870072 2.011110 -1.8341 1.1034 7.8911
H -0.534322 -0.054892 0.909410 -3.5799 -2.4114 0.5807
H -0.744882 -0.723012 -0.701500 -4.1987 -5.8556 6.5905
H -1.361132 -0.344672 2.436190 -0.3725 -0.4483 0.2312
H -2.773952 -1.323722 2.624080 0.0243 0.2719 -0.2979
```
Positions in Å, forces in eV/Å.

=====

(3)
Computed, not measured: a structure of composition C4H14InN4O4 at a distorted geometry, with the ωB97M-V functional and the def2-TZVPD basis.

Gap between HOMO and LUMO ... 2.96 eV
LUMO energy ... -16.9 eV
Total charge ... +3
Energy above the lowest of the compared OMol25 structures with the same formula, charge and spin ... 0.000 eV
Electronic energy ... -23665.929 eV

```
27
Properties=species:S:1:pos:R:3:forces:R:3
In -1.278301 -0.895907 -1.126709 0.7917 0.8528 -0.0875
C 1.597320 0.377718 1.032151 -1.2446 -2.2294 0.7666
C 1.631934 1.645723 1.984225 0.5616 0.6670 -0.0682
O 2.651319 2.445607 1.548221 -0.1072 0.4069 0.0296
O 1.041772 0.559882 -0.219759 -0.1727 0.9567 0.0200
H 0.887706 -0.273230 1.568538 -0.0487 0.2906 0.0172
H 2.519372 -0.209626 1.058201 0.5107 0.8071 -0.3171
H 1.734726 1.269180 3.002096 0.0588 0.1708 0.0617
H 0.685971 2.193049 1.831268 -0.1909 -0.4096 -0.0986
H 3.150980 2.896023 2.256103 0.1705 -0.3616 -0.0283
H 1.585888 1.189240 -0.729386 -0.0086 -0.4319 -0.4370
C 0.541942 -3.585468 1.151089 -0.1086 -1.5400 0.4663
O 0.389753 -2.602127 0.361944 0.0095 0.9564 -0.6547
N 0.316857 -4.848796 0.699381 0.2419 1.1709 0.5554
N 0.985029 -3.478817 2.420986 -0.5926 0.0626 -0.8494
H 0.590062 -5.614181 1.300299 -0.0500 -0.2998 -0.3489
H 0.126621 -5.018584 -0.276514 -0.1266 -0.0480 0.0470
H 1.316305 -2.615897 2.811016 -0.1441 0.1112 0.0041
H 0.939508 -4.288140 3.020975 0.2608 0.0617 0.1821
C -2.379534 2.244904 -2.825645 -1.0470 0.6328 -0.2456
O -1.532198 1.347155 -2.479511 0.6000 -1.1290 0.7204
N -2.358609 2.724663 -4.081281 -0.0579 -0.6693 0.9848
N -3.286485 2.758979 -1.971167 0.6951 -0.1999 -0.5054
H -3.116979 3.321925 -4.380945 0.2826 0.1945 -0.2484
H -1.692799 2.361004 -4.746888 -0.0868 0.0555 -0.0743
H -3.722954 3.641904 -2.192891 -0.2363 -0.0888 0.0576
H -3.325207 2.453824 -1.015790 0.0393 0.0101 0.0506
```
Positions in Å, forces in eV/Å.

=====

(4)
Computed, not measured: a cluster of 2 separate species, C4H14N in total at a distorted geometry, with the ωB97M-V functional and the def2-TZVPD basis.

Gap between HOMO and LUMO ... 11.17 eV
LUMO energy ... -4.0 eV
Total charge ... +1
Energy above the lowest of the compared OMol25 structures with the same formula, charge and spin ... 0.716 eV
Electronic energy ... -5858.137 eV

```
19
Properties=species:S:1:pos:R:3:forces:R:3
C -0.867372 -1.092528 -1.902336 1.5162 -0.7616 -1.0225
C -0.217383 -0.408773 -0.686431 -1.2830 0.8991 -0.3391
C -0.686543 -0.958319 0.655249 0.5708 0.2537 0.3791
C -0.167906 -0.112791 1.827906 0.7807 0.3143 -0.2613
H -0.413988 -2.117906 -2.105637 -0.5882 1.1947 0.4832
H -0.597847 -0.493524 -2.795982 -0.3838 -0.3702 0.3103
H -1.951004 -1.214472 -1.871044 0.1345 0.2263 0.2990
H -0.572402 0.680566 -0.697717 0.4823 -1.0693 -0.1742
H 0.892195 -0.424633 -0.802674 -0.6165 -0.2012 0.1614
H -0.333309 -1.988422 0.762721 -0.1590 0.0570 0.0803
H -1.785580 -0.962393 0.728531 0.3641 -0.0571 -0.3132
H 0.937596 -0.104029 1.944012 -0.1769 -0.6199 -0.1419
H -0.535226 -0.516850 2.766467 -0.1346 0.4560 0.1763
H -0.378600 0.973738 1.704728 -0.7834 -0.6467 0.3778
N 1.495885 1.980115 0.102943 -1.5620 -0.3373 -0.2667
H 1.165900 1.205932 0.703179 -0.1140 0.4293 0.2820
H 0.680032 2.510662 -0.263766 0.6085 -0.0091 0.7484
H 2.215643 2.521018 0.537107 0.4578 0.7396 0.3903
H 1.840627 1.503978 -0.696851 0.8864 -0.4973 -1.1692
```
Positions in Å, forces in eV/Å.

=====

(5)
Computed, not measured: a cluster of 2 separate species, C4H14N in total, with the ωB97M-V functional and the def2-TZVPD basis.

Gap between HOMO and LUMO ... 11.65 eV
LUMO energy ... -3.7 eV
Total charge ... +1
Energy above the lowest of the compared OMol25 structures with the same formula, charge and spin ... 0.385 eV
Electronic energy ... -5858.469 eV

```
19
Properties=species:S:1:pos:R:3:forces:R:3
C 0.786747 1.088267 1.119265 0.2470 -0.2565 0.0571
C 1.628426 -0.162287 1.392075 -0.1869 0.0680 -0.0306
C 1.062484 -1.445888 0.784138 0.0705 0.2416 -0.0141
H 0.536761 1.182827 0.057581 -0.0087 0.0103 -0.0583
H 1.347182 1.985272 1.374962 -0.1012 0.0652 0.0682
H -0.123350 1.074771 1.723830 -0.0931 0.0601 -0.0929
H 1.699459 -0.291685 2.470812 0.0907 0.0227 0.0560
H 2.639227 0.003586 1.024168 0.0765 -0.0809 0.0015
H 1.528816 -2.326017 1.216804 0.0119 -0.1075 0.0110
H -0.012328 -1.534978 0.985114 0.0035 -0.0788 0.0533
H 1.257131 -1.502212 -0.293279 -0.1221 0.0642 -0.0422
C -1.450426 0.694640 -2.132961 0.0743 -0.1397 0.2962
N -1.641845 -0.178568 -0.908465 0.1640 0.2806 -0.7148
H -0.619636 1.364127 -1.942478 -0.0344 0.1109 0.0472
H -1.199913 0.039822 -2.960719 -0.1091 0.0240 -0.0801
H -2.367456 1.247445 -2.309942 0.0306 -0.0395 -0.0752
H -1.966954 0.364113 -0.108409 -0.0398 -0.0534 0.0483
H -0.745309 -0.603879 -0.651074 -0.0543 -0.1421 0.1781
H -2.312903 -0.913663 -1.133581 -0.0194 -0.0494 0.2914
```
Positions in Å, forces in eV/Å.

=====

(6)
Computed, not measured: a cluster of 2 separate species, C4H14N in total, with the ωB97M-V functional and the def2-TZVPD basis.

Gap between HOMO and LUMO ... 10.65 eV
LUMO energy ... -3.9 eV
Total charge ... +1
Energy above the lowest of the compared OMol25 structures with the same formula, charge and spin ... 0.685 eV
Electronic energy ... -5858.169 eV

```
19
Properties=species:S:1:pos:R:3:forces:R:3
C 1.200364 -2.775447 1.371981 0.5284 -0.4677 -0.5774
C 2.545576 -2.213910 0.859570 -0.2508 -0.0460 0.6943
H 0.298809 -2.596462 0.782102 0.1088 0.2484 -0.0911
H 1.077334 -2.419178 2.389888 -0.3111 0.1498 0.0784
H 1.297276 -3.859636 1.449270 -0.1353 -0.0115 -0.0060
H 2.538252 -1.124528 0.785384 0.0923 0.0032 0.1800
H 3.202423 -2.533461 1.666445 0.5476 0.4955 -0.0917
H 3.011580 -2.585435 -0.050607 -0.6104 -0.3284 -0.1973
C -1.363377 2.675667 -1.815904 -0.2887 -0.7731 0.0656
C -1.742895 1.409109 -1.052837 -0.2866 0.5138 -0.0548
N -1.134252 1.347237 0.333606 0.4878 -0.1107 -0.2919
H -1.886840 2.501826 -2.757065 0.3659 0.4529 -0.2692
H -1.695731 3.623024 -1.411541 -0.2473 0.0082 0.3246
H -0.284703 2.719697 -1.965033 -0.0241 -0.0147 -0.2458
H -2.813358 1.278015 -0.939745 -0.1171 0.0995 0.0611
H -1.368624 0.557941 -1.614807 0.1438 -0.1648 0.2505
H -1.081694 0.381081 0.659687 0.2066 -0.0245 0.0460
H -1.607287 1.875022 1.065651 -0.3031 0.2399 -0.2067
H -0.192854 1.739429 0.243953 0.0933 -0.2698 0.3315
```
Positions in Å, forces in eV/Å.

=====

Number 1: HOMO level -4.4 eV. Number 2: HOMO level -4.1 eV. Number 3: HOMO level -19.8 eV. Number 4: HOMO level -15.1 eV. Number 5: HOMO level -15.3 eV. Number 6: HOMO level -14.6 eV.